Record 1
C20H22F3NO4 | ωB97M-V with the def2-TZVPD basis set

Computed properties:
E_LUMO, eV: 0.499
Energy relative to the best compared isomer or geometry (same formula, charge and spin), kcal per mole: 0.9
Highest occupied orbital energy, eV: -9.37

Structure (XYZ):
```
50
Properties=species:S:1:pos:R:3:forces:R:3:nbo_charge:R:1
C 0.44273 6.67918 1.41261 -0.315 -0.376 0.116 -0.21
C -0.21342 5.69171 1.57465 0.263 0.328 -0.074 -0.03
C -0.95825 4.45861 1.74712 -0.371 -0.305 0.094 -0.31
N -0.43876 3.40244 0.90389 0.376 0.082 0.238 -0.59
C -1.18561 2.81414 -0.05408 -0.072 -0.063 0.097 0.63
O -2.36884 3.03785 -0.22240 -0.093 0.022 -0.097 -0.62
C -0.43660 1.82162 -0.88231 -0.127 -0.327 -0.493 0.19
C -1.02153 1.20682 -1.90971 0.202 0.175 0.119 -0.21
C -0.30192 0.22497 -2.77917 0.275 0.035 0.077 -0.28
C -0.71392 -1.20644 -2.50440 -0.240 -0.137 -0.121 0.01
C -1.51519 -1.54353 -1.42177 -0.039 -0.056 -0.117 -0.16
C -1.84883 -2.86145 -1.17358 0.035 -0.148 -0.112 -0.19
C -1.38757 -3.85825 -2.02170 -0.037 -0.077 -0.007 -0.16
C -1.70832 -5.29479 -1.73262 0.015 -0.297 0.111 0.97
F -0.77194 -5.87573 -0.95169 0.160 0.088 0.068 -0.33
F -2.87471 -5.45394 -1.08728 -0.160 0.201 0.084 -0.32
F -1.78190 -6.04957 -2.84086 0.051 0.083 -0.248 -0.32
C -0.59786 -3.53547 -3.11718 -0.090 -0.090 0.127 -0.18
C -0.27159 -2.21458 -3.35373 -0.069 0.043 0.078 -0.21
C 1.21058 0.41686 -2.57710 -0.128 0.046 0.373 -0.43
C 1.52387 0.52237 -1.08472 0.825 -0.252 -0.449 0.39
O 1.18528 -0.68899 -0.49333 -0.100 0.245 -0.152 -0.54
C 1.54604 -0.85517 0.86772 -0.108 0.079 0.271 -0.06
C 0.46008 -0.36909 1.83083 0.143 -0.119 -0.060 -0.43
C 0.74377 -0.75107 3.28152 0.226 0.209 -0.057 -0.42
C 1.89056 0.05313 3.89887 -0.265 -0.031 -0.318 -0.05
O 2.14634 -0.30898 5.23354 0.010 -0.127 0.462 -0.71
O 0.86874 1.62721 -0.49419 -0.376 0.288 0.076 -0.54
H 0.99244 7.56284 1.28034 0.322 0.478 -0.086 0.23
H -2.00426 4.60606 1.45661 0.144 -0.071 0.156 0.27
H -0.91728 4.15341 2.80122 -0.128 0.059 -0.177 0.22
H 0.55287 3.21800 0.92043 -0.091 -0.025 -0.048 0.42
H -2.05556 1.43154 -2.11480 -0.129 0.113 0.113 0.25
H -0.53812 0.44092 -3.82833 0.022 0.001 0.106 0.24
H -1.87641 -0.76934 -0.76309 -0.010 0.066 0.086 0.22
H -2.46799 -3.11912 -0.32776 -0.067 -0.012 0.062 0.23
H -0.24893 -4.31402 -3.77834 0.016 -0.056 -0.063 0.23
H 0.33543 -1.96652 -4.21208 0.087 0.050 -0.109 0.21
H 1.53261 1.34190 -3.05790 0.033 -0.023 -0.003 0.22
H 1.77192 -0.41984 -2.98809 0.054 0.032 -0.035 0.23
H 2.59533 0.74320 -0.92070 -0.305 -0.083 0.004 0.17
H 2.49812 -0.34489 1.06022 0.017 -0.075 -0.019 0.17
H 1.68778 -1.93270 0.99077 0.073 0.097 0.081 0.19
H 0.35572 0.71447 1.75254 -0.079 -0.011 -0.041 0.21
H -0.48250 -0.82153 1.51641 -0.030 0.055 -0.043 0.22
H 0.98166 -1.81457 3.34682 -0.023 -0.058 0.088 0.21
H -0.15941 -0.57432 3.87339 0.009 -0.055 0.036 0.20
H 1.66573 1.12901 3.82975 0.056 -0.088 -0.107 0.15
H 2.82552 -0.13842 3.36927 -0.042 0.088 -0.036 0.17
H 1.33410 -0.21596 5.74435 0.078 0.002 -0.052 0.46
```
Forces are in eV/Å.


Record 2
C20H22N2O2SbSe4TeZr | ωB97M-V with the def2-TZVPD basis set

Computed properties:
Total charge: +1
E_LUMO, eV: -4.120
Energy relative to the best compared isomer or geometry (same formula, charge and spin), kcal per mole: 73.3
Highest occupied orbital energy, eV: -10.44

Structure (XYZ):
```
53
Properties=species:S:1:pos:R:3:forces:R:3:nbo_charge:R:1
Zr -0.11029 0.56765 -0.19647 -0.555 -0.655 1.118 1.73
N -1.95941 1.96399 -1.31140 -0.071 -0.381 -0.163 -0.84
C -2.84051 0.88524 -0.98633 0.003 -0.098 -0.124 0.17
C -3.95317 0.96332 -0.19509 -0.015 0.090 -0.001 -0.20
C -4.69004 -0.19807 0.10419 -0.007 0.008 0.000 -0.16
C -4.36073 -1.40944 -0.44316 -0.009 -0.010 -0.017 -0.15
C -3.21766 -1.52338 -1.26310 -0.046 0.058 0.082 -0.08
C -2.77033 -2.72742 -1.85159 0.031 -0.011 -0.028 -0.06
C -1.58905 -2.75470 -2.54403 -0.040 -0.024 0.009 -0.26
C -0.79464 -1.60054 -2.57558 -0.012 0.038 -0.013 0.12
N -1.18262 -0.44575 -2.05879 0.246 -0.094 0.189 -0.58
C -2.42427 -0.37946 -1.46884 0.081 -0.060 -0.092 0.11
H -2.27327 2.84358 -0.92107 0.069 0.040 0.000 0.41
H -1.86283 2.04758 -2.31890 0.017 0.144 0.007 0.41
H -4.26672 1.91679 0.21204 0.005 0.001 0.002 0.24
H -5.54151 -0.11887 0.76520 -0.010 -0.006 -0.008 0.25
H -4.95952 -2.28785 -0.24082 0.006 0.002 0.008 0.24
H -3.36516 -3.62497 -1.73476 0.006 -0.003 -0.003 0.24
H -1.22408 -3.66144 -3.00402 -0.013 -0.001 -0.003 0.25
H 0.19901 -1.62529 -3.00693 0.007 0.004 0.015 0.23
C 5.42147 -0.08232 -2.33743 -0.003 0.002 0.000 -0.64
C 4.24559 -0.09938 -1.40482 0.005 -0.029 -0.022 0.05
C 4.06467 0.90374 -0.46210 0.018 -0.053 0.052 -0.23
C 2.98041 0.91235 0.40710 -0.034 0.073 0.028 0.03
C 2.98993 1.96940 1.48434 0.002 0.010 -0.024 -0.65
C 1.97543 -0.09828 0.33393 -0.075 0.296 -0.687 -0.59
Te 0.51942 -0.00801 2.91508 -0.396 -0.903 0.114 0.50
C 2.25058 -1.19499 -0.54025 0.125 0.003 -0.033 0.08
C 1.51841 -2.51819 -0.48586 -0.025 0.029 -0.051 -0.67
C 3.34600 -1.15589 -1.40076 0.031 -0.008 0.020 -0.26
H 5.66711 0.93349 -2.64499 -0.002 0.001 0.003 0.23
H 5.23222 -0.68023 -3.22768 -0.002 -0.001 0.002 0.22
H 6.30202 -0.49618 -1.84183 -0.003 0.002 0.002 0.24
H 4.79794 1.69984 -0.39298 0.000 -0.003 0.002 0.22
H 3.75515 2.71679 1.27986 -0.005 -0.002 -0.004 0.23
H 3.24288 1.50607 2.44202 -0.001 -0.002 0.004 0.23
H 2.04188 2.48422 1.59629 -0.008 -0.011 0.022 0.23
H 0.46976 -2.45312 -0.21809 -0.021 0.000 -0.013 0.23
H 1.98436 -3.12873 0.29177 -0.020 0.004 0.019 0.25
H 1.62084 -3.05827 -1.42775 0.014 -0.011 0.012 0.21
H 3.52251 -1.99797 -2.06255 0.001 -0.001 0.005 0.21
C -0.86486 4.04313 2.44230 -0.022 0.030 -0.011 -0.27
O -1.42412 2.77406 2.00493 0.049 -0.023 0.076 -0.47
C -0.74840 2.09730 1.13679 -0.345 0.427 -0.139 0.41
O 0.19833 2.58389 0.45368 0.307 0.295 0.136 -0.73
H 0.06623 3.84912 2.97204 0.003 0.006 -0.005 0.20
H -1.60319 4.46606 3.11315 -0.004 -0.004 -0.002 0.22
H -0.68557 4.69511 1.59127 -0.002 -0.006 -0.007 0.20
Se -0.65586 -3.95423 4.56286 0.111 -0.116 -0.076 -0.44
Sb -2.15629 -2.22083 4.21852 -0.135 0.175 0.346 1.06
Se -1.23446 0.05864 4.86279 0.275 0.152 -0.410 -0.39
Se -4.46528 -2.11282 3.92719 -0.100 -0.032 -0.055 -0.49
Se -1.18826 -1.26477 1.45062 0.570 0.655 -0.281 -0.49
```
Forces are in eV/Å.


Record 3
C20H22N2O3RuS | ωB97M-V with the def2-TZVPD basis set

Computed properties:
Total charge: +2
E_LUMO (spin up / spin down), eV: -6.004 / -9.592
Highest occupied orbital energy (spin up / spin down), eV: -14.05 / -14.17
2S+1: 5

Structure (XYZ):
```
49
Properties=species:S:1:pos:R:3:forces:R:3:nbo_charge:R:1
Ru -0.89343 -0.74528 0.87408 -0.054 0.136 -0.675 1.32
O -0.33904 -1.62603 -0.72302 -0.472 1.913 0.141 -0.69
C -0.04952 -2.84402 -1.00261 0.689 -3.056 -0.690 0.46
C 0.30531 -3.20049 -2.33141 -0.242 0.617 0.734 -0.28
C 0.67381 -4.48589 -2.65557 -0.116 -0.081 0.281 -0.11
C 0.64833 -5.48863 -1.68790 -0.090 -0.025 0.460 -0.22
C 0.27358 -5.18519 -0.39042 0.221 -0.262 -0.401 -0.10
C -0.07314 -3.88443 -0.00337 -0.063 0.876 -0.538 -0.26
C -0.49781 -3.64040 1.33864 0.189 -0.513 -0.548 0.25
N -0.88772 -2.50104 1.81355 0.054 -0.364 -0.204 -0.53
C -1.31594 -2.40766 3.20260 -0.132 0.247 0.880 -0.25
C -2.18679 -1.15537 3.33543 -0.407 -0.783 0.333 -0.25
N -1.54344 -0.08643 2.59543 -0.188 0.481 0.741 -0.51
C -1.41507 1.08887 3.10876 0.131 0.835 -0.099 0.24
C -0.94908 2.23591 2.39007 0.139 -0.351 -0.901 -0.25
C -0.74556 3.44236 3.07262 0.147 0.520 -0.178 -0.10
C -0.38374 4.59674 2.40060 -0.116 -0.293 0.344 -0.23
C -0.34479 4.59611 1.00594 0.016 -0.195 0.243 -0.12
C -0.55640 3.43341 0.30003 -0.121 -0.843 0.173 -0.32
C -0.76388 2.19662 0.96037 0.042 2.314 1.486 0.46
O -0.78174 1.10254 0.27394 -0.055 -1.410 -1.098 -0.71
H 0.30659 -2.41814 -3.07410 -0.101 -0.149 -0.041 0.24
H 0.97538 -4.71772 -3.66665 -0.031 -0.013 -0.061 0.24
H 0.90749 -6.50301 -1.94581 0.050 -0.066 -0.009 0.25
H 0.26068 -5.96914 0.34953 -0.049 -0.142 0.138 0.23
H -0.50804 -4.51249 1.99558 -0.055 0.124 0.051 0.22
H -0.43277 -2.30066 3.84403 -0.087 -0.036 -0.094 0.23
H -1.86295 -3.29931 3.52325 0.058 0.098 -0.126 0.24
H -2.34357 -0.88077 4.38370 0.016 -0.067 -0.156 0.24
H -3.16531 -1.34087 2.86662 0.188 0.042 0.214 0.23
H -1.72704 1.26041 4.14036 0.015 -0.162 -0.032 0.22
H -0.86480 3.46392 4.14759 0.006 -0.014 0.057 0.23
H -0.15443 5.49418 2.95405 -0.115 0.074 0.013 0.25
H -0.13655 5.51214 0.47623 -0.010 0.124 -0.070 0.24
H -0.57117 3.43704 -0.78006 0.055 -0.018 -0.077 0.21
O 1.45768 -0.61220 -2.67179 0.552 -1.127 -0.531 -0.65
S 0.87522 0.53198 -1.98980 0.594 1.843 -0.647 1.44
C 0.27370 1.67022 -3.32812 -0.323 0.008 0.195 -0.54
C 1.44136 2.59611 -3.58740 0.330 0.168 0.080 -0.42
C 2.09550 2.91652 -2.23795 -0.164 0.236 -0.263 -0.42
C 2.30899 1.60732 -1.51198 -0.130 0.078 0.636 -0.55
H -0.60638 2.18332 -2.95242 -0.120 0.012 0.089 0.25
H 0.01285 1.04446 -4.17489 -0.129 -0.267 0.073 0.28
H 1.09417 3.50915 -4.07485 -0.019 -0.109 -0.016 0.27
H 2.17113 2.11352 -4.23904 -0.066 -0.017 -0.056 0.24
H 1.45474 3.57827 -1.65386 0.079 -0.029 -0.004 0.23
H 3.05148 3.42002 -2.39035 -0.015 -0.064 0.089 0.27
H 2.31981 1.70604 -0.43151 0.000 -0.067 0.121 0.26
H 3.19229 1.06800 -1.84810 -0.100 -0.226 -0.059 0.28
```
Forces are in eV/Å.


Record 4
C20H22N3O8 | ωB97M-V with the def2-TZVPD basis set

Computed properties:
Total charge: -1
E_LUMO, eV: 1.506
Energy relative to the best compared isomer or geometry (same formula, charge and spin), kcal per mole: 97.0
Highest occupied orbital energy, eV: -3.89

Structure (XYZ):
```
53
Properties=species:S:1:pos:R:3:forces:R:3:nbo_charge:R:1
C 3.89266 4.12221 4.59034 0.226 0.104 -0.230 -0.63
C 2.83589 3.06449 4.78818 -0.003 -0.506 -0.438 -0.06
O 2.86842 2.09762 3.62806 -0.070 0.473 0.621 -0.51
C 1.89067 1.19773 3.69042 -3.773 0.488 -0.382 0.85
N 1.48382 0.41608 2.48200 1.939 -2.702 1.576 -0.18
N 1.91383 0.52644 1.34990 2.734 2.206 -0.437 -0.13
C 2.41681 -0.75464 0.71009 -3.258 -1.309 0.109 0.86
O 1.83813 -1.81297 0.78621 1.292 1.217 -0.002 -0.55
O 3.53386 -0.47025 0.05779 -0.037 -0.712 -0.267 -0.50
C 3.98624 -1.60022 -0.80263 -0.298 0.320 0.166 -0.07
C 5.32290 -1.22920 -1.38540 0.391 0.145 0.152 -0.63
O 1.21083 0.91846 4.65975 1.482 0.644 -0.578 -0.57
H 3.81654 4.84107 5.41799 -0.022 -0.184 -0.161 0.22
H 4.91058 3.71581 4.59813 -0.240 -0.014 -0.040 0.21
H 3.73909 4.67342 3.65609 0.038 -0.152 0.145 0.22
H 2.99029 2.53415 5.73697 -0.153 -0.123 -0.464 0.20
H 1.84336 3.53050 4.79195 0.139 -0.350 -0.022 0.20
H 4.06675 -2.51734 -0.20327 -0.279 0.367 -0.095 0.20
H 3.23169 -1.73265 -1.59115 0.045 0.045 0.433 0.22
H 5.56917 -1.90956 -2.20452 -0.093 0.032 0.045 0.22
H 5.33246 -0.20697 -1.76986 -0.093 -0.102 -0.010 0.22
H 6.11691 -1.32228 -0.63774 -0.087 0.106 -0.067 0.20
C -1.39864 0.10907 -3.34206 -0.129 -0.085 -0.008 -0.67
C -0.15766 0.52744 -2.55610 0.603 0.035 0.671 0.54
C 0.85683 1.18156 -3.48926 -0.178 -0.138 0.270 -0.62
O -0.48014 1.49959 -1.55482 0.197 0.232 -0.849 -0.55
C -1.22428 1.03458 -0.50035 0.049 -2.033 0.631 0.75
O -1.91366 1.80844 0.13738 -0.119 0.868 0.003 -0.69
C -1.13613 -0.37669 -0.22905 1.198 0.876 -1.817 -0.49
C -2.05737 -0.96077 0.74686 -0.533 -0.294 0.478 -0.44
C -3.41032 -1.29619 0.13823 0.926 0.318 -0.071 0.06
C -3.59945 -2.53404 -0.46712 -0.466 -0.285 -0.074 -0.22
C -4.83854 -2.85803 -1.01407 0.399 -0.025 -0.076 -0.18
C -5.86378 -1.90442 -1.02293 0.028 -0.074 0.185 -0.17
C -7.15108 -2.24296 -1.56510 -1.884 -0.546 -0.572 0.30
N -8.20865 -2.53379 -1.97100 1.933 0.554 0.662 -0.38
C -5.64204 -0.63323 -0.48111 0.232 0.352 0.000 -0.18
C -4.39906 -0.31994 0.06362 -0.494 -0.069 0.009 -0.22
C -0.35299 -1.25143 -1.05354 -1.785 1.158 1.029 0.76
O -0.44302 -2.46037 -1.06327 0.677 -0.756 -0.241 -0.68
O 0.49644 -0.59862 -1.93240 0.028 0.448 -1.119 -0.58
H -2.16661 -0.35152 -2.69796 0.361 0.197 -0.278 0.24
H -1.81316 1.01100 -3.81844 0.062 -0.343 0.135 0.21
H -1.08635 -0.60678 -4.11742 -0.202 0.190 0.224 0.21
H 1.73647 1.50711 -2.93049 -0.102 -0.059 0.006 0.22
H 1.15153 0.45972 -4.25469 -0.003 0.100 0.051 0.21
H 0.38522 2.04863 -3.95986 0.121 -0.096 0.032 0.21
H -1.57140 -1.88065 1.09318 -0.326 0.172 0.400 0.23
H -2.18880 -0.20027 1.52678 -0.052 -0.483 0.211 0.23
H -2.74707 -3.21157 -0.52263 -0.310 0.028 0.117 0.25
H -4.99800 -3.84892 -1.43885 -0.059 0.288 0.008 0.21
H -6.43343 0.11770 -0.48929 0.164 -0.254 -0.111 0.21
H -4.15577 0.68349 0.41645 -0.217 -0.269 0.037 0.25
```
Forces are in eV/Å.


> What is the formula in the second record?

C20H22N2O2SbSe4TeZr